1.
{
  "formula": "CHNO2PS",
  "method": "ωB97M-V/def2-TZVPD",
  "elements": ["C", "N", "O", "O", "P", "S", "H"],
  "xyz": [[0.4807, -0.0160, 2.7991], [1.2808, 0.2516, 3.5580], [0.8578, 0.6813, -2.8794], [-0.5602, 0.4761, -0.7521], [-0.2345, 0.0447, -2.1336], [-1.4524, -1.2400, -2.9196], [-0.3722, -0.1976, 2.3277]],
  "forces_ev_per_angstrom": [[1.7, 0.6, 1.6], [1.2, 0.2, 0.6], [0.5, -0.1, -0.4], [0.3, -0.1, 0.3], [-0.8, 0.5, 0.7], [0.0, -0.4, -0.4], [-2.9, -0.8, -2.4]],
  "lowdin_charge": [-0.0643, 0.0466, -0.4492, -0.4892, -0.0955, 0.0469, 0.0047],
  "total_charge": -1,
  "molar_mass_g_mol": 122.1,
  "homo_lumo_gap_ev": 8.13,
  "lumo_ev": 3.64,
  "max_force_ha_per_bohr": 0.0756,
  "de_lowest_ev": 0.646
}

=====

2.
{
  "formula": "C5H5F2IN2",
  "method": "ωB97M-V/def2-TZVPD",
  "elements": ["C", "C", "C", "C", "C", "N", "N", "F", "F", "I", "H", "H", "H", "H", "H"],
  "xyz": [[-1.0859, -1.4098, 0.5851], [-2.3652, -0.9434, 0.1272], [-0.2372, -0.4823, 0.0528], [-0.5158, 1.7656, -0.8938], [2.8939, -0.4435, 0.6427], [-2.2769, 0.1964, -0.4694], [-0.9582, 0.4956, -0.4632], [2.9532, -0.0239, 1.9589], [3.4587, 0.5084, -0.0877], [3.3065, -2.4405, 0.4060], [-0.8846, -2.2525, 1.0817], [-3.3850, -1.4071, 0.2577], [-0.3812, 2.5134, -0.1139], [0.4852, 1.7782, -1.3750], [-1.0077, 2.1456, -1.7090]],
  "forces_ev_per_angstrom": [[-1.3, 2.1, -2.1], [-0.8, -2.0, 1.4], [0.0, -0.3, 1.1], [3.2, 0.8, 0.3], [-0.6, 1.7, 1.8], [0.1, 1.5, -0.7], [0.0, 0.7, -1.0], [-0.1, -0.7, -1.7], [0.0, -0.8, 0.0], [0.3, -0.3, -0.2], [0.8, -3.0, 1.7], [1.5, 0.5, -0.1], [-0.6, -0.1, 0.3], [-0.1, -1.0, 0.6], [-2.3, 0.8, -1.5]],
  "lowdin_charge": [-0.0706, -0.1833, 0.0378, -0.0411, -0.8543, 0.0704, -0.2310, -0.0575, 0.0117, 0.9124, 0.0362, 0.1217, 0.0933, 0.0987, 0.0556],
  "molar_mass_g_mol": 258.0,
  "homo_lumo_gap_ev": [7.69, 8.47],
  "lumo_ev": [-1.30, -0.84],
  "max_force_ha_per_bohr": 0.0682,
  "de_lowest_ev": 1.232
}

=====

3.
{
  "formula": "C4H7NO",
  "method": "ωB97M-V/def2-TZVPD",
  "elements": ["C", "C", "C", "N", "C", "O", "H", "H", "H", "H", "H", "H", "H"],
  "xyz": [[1.8853, 0.6624, 0.6395], [0.1343, -0.5122, -0.5678], [-1.2769, -1.1312, -0.4866], [-1.7743, 0.2273, -0.1426], [-0.4680, 0.6723, -0.0809], [0.0417, 1.6919, 0.4311], [2.4368, 0.2238, -0.1815], [2.1229, 1.6949, 0.8530], [1.7281, 0.0173, 1.4926], [0.7122, -0.5464, -1.4876], [-1.4288, -1.8578, 0.3194], [-1.7082, -1.5107, -1.4185], [-2.4392, 0.4160, 0.5998]],
  "forces_ev_per_angstrom": [[0.4, 0.0, 0.1], [0.0, 0.0, -0.3], [-0.1, -0.4, -0.1], [-0.1, 0.1, 0.2], [0.2, 0.4, 0.3], [-0.3, -0.2, -0.2], [-0.1, 0.0, 0.1], [-0.1, -0.1, -0.1], [0.0, 0.1, -0.1], [0.0, 0.0, 0.1], [0.0, 0.1, -0.1], [0.1, 0.1, 0.1], [0.1, 0.0, -0.1]],
  "lowdin_charge": [0.1770, -0.0600, -0.1655, 0.0738, -0.5782, 0.0058, 0.0345, 0.0419, 0.0475, 0.0915, 0.1012, 0.1012, 0.1293],
  "molar_mass_g_mol": 85.1,
  "homo_lumo_gap_ev": [7.55, 6.97],
  "lumo_ev": [-0.38, -0.71],
  "max_force_ha_per_bohr": 0.0102,
  "de_lowest_ev": 5.815
}

=====

4.
{
  "formula": "C16H35FIN4O4",
  "method": "ωB97M-V/def2-TZVPD",
  "elements": ["C", "C", "N", "C", "N", "F", "N", "C", "N", "I", "H", "H", "H", "C", "C", "C", "O", "H", "H", "H", "H", "H", "H", "H", "H", "C", "C", "C", "O", "H", "H", "H", "H", "H", "H", "H", "H", "C", "C", "C", "O", "H", "H", "H", "H", "H", "H", "H", "H", "C", "C", "C", "O", "H", "H", "H", "H", "H", "H", "H", "H"],
  "xyz": [[1.8022, -1.8720, 4.6138], [0.7238, -0.9848, 4.3161], [-0.2934, 0.1720, 4.4105], [-1.7353, 0.1602, 4.8705], [-2.4797, -0.9180, 5.2815], [-2.0073, -2.2052, 5.3646], [-2.1796, 1.6331, 4.7648], [-0.9400, 2.3851, 4.2654], [0.2141, 1.4097, 4.0469], [2.1452, 1.7007, 3.3751], [2.6892, -2.5325, 5.0634], [-3.4918, -0.7203, 5.5450], [-0.8410, 3.5599, 4.0785], [2.3958, 0.1867, -0.7461], [3.3687, 1.3537, -0.8030], [4.4398, 1.1314, -1.8588], [3.9874, 1.5152, 0.4708], [2.9136, -0.7427, -0.4836], [1.6380, 0.3549, 0.0265], [1.8914, 0.0462, -1.7071], [2.8226, 2.2778, -1.0214], [5.0300, 0.2355, -1.6358], [5.1399, 1.9734, -1.8799], [3.9966, 1.0192, -2.8531], [4.4747, 0.6993, 0.6731], [0.8106, 4.4819, -4.6097], [1.8933, 4.0369, -3.6395], [3.1009, 4.9588, -3.6959], [2.2978, 2.7085, -3.9602], [1.1775, 4.4630, -5.6421], [-0.0472, 3.8022, -4.5672], [0.4666, 5.4951, -4.3798], [1.4904, 4.0199, -2.6210], [3.5491, 4.9568, -4.6959], [3.8770, 4.6193, -3.0016], [2.8256, 5.9863, -3.4386], [2.6569, 2.7140, -4.8630], [1.3540, -2.4355, -4.0264], [1.1700, -1.4461, -5.1661], [0.3221, -0.2589, -4.7380], [0.5429, -2.1026, -6.2647], [0.3892, -2.8361, -3.6956], [1.9557, -3.2905, -4.3525], [1.8485, -1.9648, -3.1711], [2.1488, -1.0945, -5.5099], [-0.6792, -0.5824, -4.4324], [0.1878, 0.4386, -5.5717], [0.7858, 0.2770, -3.9040], [-0.3271, -2.4182, -5.9687], [-6.1826, -3.6689, 3.5757], [-5.3760, -3.4838, 4.8512], [-5.4136, -4.7330, 5.7169], [-5.9027, -2.3829, 5.5873], [-7.2360, -3.8667, 3.8034], [-6.1567, -2.7577, 2.9684], [-5.7923, -4.4990, 2.9788], [-4.3379, -3.2422, 4.5984], [-6.4398, -4.9686, 6.0205], [-4.8393, -4.5809, 6.6370], [-5.0003, -5.5950, 5.1842], [-6.8243, -2.5885, 5.8162]],
  "forces_ev_per_angstrom": [[-7.9, 6.9, -1.2], [6.6, -5.0, 3.5], [0.0, -4.3, 0.7], [3.7, 4.0, -1.9], [-0.4, 2.6, -0.3], [-0.2, 1.6, -0.2], [5.6, -1.8, -1.3], [-0.2, -5.1, 0.9], [-5.5, 3.5, 1.4], [-0.6, 0.1, -0.2], [-2.5, 1.6, -1.6], [1.6, -1.1, -0.3], [-0.3, -3.1, 0.5], [-0.3, 0.0, 0.0], [0.1, -0.6, -0.5], [0.2, 0.2, -0.2], [0.1, 0.1, 0.8], [0.1, 0.1, -0.1], [0.0, 0.0, -0.1], [0.1, 0.0, 0.1], [0.2, -0.1, 0.2], [-0.1, 0.0, 0.0], [-0.2, -0.1, 0.0], [0.1, 0.1, 0.2], [-0.1, 0.3, -0.3], [-0.4, 0.0, 0.1], [0.2, 0.3, -0.7], [0.2, 0.1, 0.3], [0.1, -0.4, 0.0], [0.1, 0.1, 0.1], [0.1, 0.1, 0.1], [0.0, -0.1, -0.1], [0.1, -0.2, -0.1], [-0.2, 0.0, 0.0], [-0.1, 0.1, 0.0], [0.1, -0.1, -0.1], [-0.2, 0.0, 0.4], [0.3, -0.2, 0.1], [-0.6, -0.2, 0.3], [0.1, 0.3, 0.0], [0.0, -0.1, -0.2], [0.0, 0.2, 0.0], [0.0, 0.2, 0.0], [0.0, -0.1, 0.0], [-0.2, -0.1, -0.2], [0.1, -0.1, 0.1], [0.1, -0.1, 0.1], [-0.1, 0.0, -0.1], [0.4, 0.2, -0.1], [0.1, 0.1, -0.3], [-0.7, -0.5, 0.0], [0.3, -0.1, 0.2], [0.1, 0.4, 0.2], [0.1, -0.1, 0.1], [0.1, -0.1, 0.1], [-0.1, 0.1, 0.1], [-0.1, 0.1, 0.1], [0.1, 0.0, -0.2], [0.0, 0.0, -0.2], [-0.1, 0.1, 0.1], [0.4, 0.1, -0.1]],
  "lowdin_charge": [0.1271, -0.1036, -0.1116, -0.1097, 0.0889, 0.0394, 0.0924, 0.0028, -0.5537, 1.0740, 0.1071, 0.2055, 0.1655, -0.0558, -0.4958, -0.0540, -0.1267, 0.0866, 0.0622, 0.0630, 0.1331, 0.0844, 0.0851, 0.0715, 0.0908, -0.0606, -0.5057, -0.0589, -0.0785, 0.0856, 0.0801, 0.0831, 0.1329, 0.0861, 0.0752, 0.0838, 0.1007, -0.0626, -0.5004, -0.0653, -0.0554, 0.0822, 0.0836, 0.0615, 0.1402, 0.0821, 0.0831, 0.0556, 0.0934, -0.0610, -0.5173, -0.0599, -0.0737, 0.0869, 0.0812, 0.0850, 0.1155, 0.0871, 0.0812, 0.0852, 0.0991],
  "total_charge": 1,
  "molar_mass_g_mol": 493.4,
  "homo_lumo_gap_ev": 6.77,
  "lumo_ev": -4.82,
  "max_force_ha_per_bohr": 0.2049
}

=====

5.
{
  "formula": "C24H30F9NO11",
  "method": "ωB97M-V/def2-TZVPD",
  "elements": ["C", "C", "C", "O", "C", "O", "C", "O", "N", "O", "C", "O", "C", "C", "C", "C", "C", "C", "H", "H", "H", "H", "H", "H", "H", "H", "H", "H", "H", "H", "H", "H", "H", "C", "C", "O", "C", "O", "C", "F", "F", "F", "H", "H", "H", "H", "H", "C", "C", "O", "C", "O", "C", "F", "F", "F", "H", "H", "H", "H", "H", "C", "C", "O", "C", "O", "C", "F", "F", "F", "H", "H", "H", "H", "H"],
  "xyz": [[3.5365, -2.1359, 2.9836], [2.7191, -2.5425, 1.7572], [1.5166, -1.6381, 1.5058], [1.5521, -1.1311, 0.1725], [0.8553, 0.0497, 0.0093], [-0.5555, -0.0721, 0.1649], [-1.1241, -0.9462, -0.7009], [-1.6441, -0.5714, -1.7070], [-1.1014, -2.3438, -0.3378], [-2.3942, -2.6991, 0.1485], [-2.3479, -2.9099, 1.5253], [-1.6837, -3.7673, 2.0119], [-3.1943, -1.9768, 2.3314], [-2.6475, -0.7516, 2.6745], [-3.3732, 0.1795, 3.4023], [-4.6661, -0.1367, 3.7878], [-5.1943, -1.3736, 3.4662], [-4.4793, -2.3053, 2.7398], [2.9580, -2.1559, 3.9060], [4.3419, -2.8622, 3.1101], [4.0271, -1.1705, 2.8641], [2.3898, -3.5678, 1.9142], [3.3774, -2.5439, 0.8896], [0.6233, -2.2641, 1.5877], [1.4099, -0.8535, 2.2608], [1.1720, 0.7618, 0.7757], [1.1390, 0.4676, -0.9571], [-1.0195, -2.8533, -1.2096], [-1.6357, -0.5094, 2.3770], [-2.9097, 1.1291, 3.6232], [-5.2343, 0.5855, 4.3571], [-6.1963, -1.6087, 3.7974], [-4.8922, -3.2726, 2.4939], [-7.0772, -7.2522, 6.2546], [-5.8321, -6.4847, 5.8659], [-6.0744, -5.0643, 5.8512], [-6.0628, -4.4598, 7.0310], [-5.8740, -4.9734, 8.0926], [-6.2903, -2.9528, 6.8389], [-7.3122, -2.7116, 6.0035], [-5.1959, -2.3822, 6.3212], [-6.5645, -2.3537, 7.9931], [-7.9070, -6.9896, 5.5975], [-6.8965, -8.3242, 6.1845], [-7.3805, -7.0198, 7.2747], [-5.5314, -6.7404, 4.8522], [-4.9952, -6.7119, 6.5252], [4.3935, 2.8852, -4.6263], [3.7657, 1.9954, -3.5754], [4.7644, 1.3239, -2.7823], [5.3177, 2.0400, -1.8151], [5.0706, 3.1765, -1.5401], [6.3219, 1.1724, -1.0390], [7.1190, 0.4877, -1.8663], [5.6704, 0.2891, -0.2684], [7.0881, 1.9206, -0.2520], [5.0830, 2.3121, -5.2465], [3.6249, 3.3183, -5.2590], [4.9615, 3.6942, -4.1689], [3.1867, 1.2079, -4.0537], [3.0874, 2.5516, -2.9286], [1.4901, 7.7772, -7.1685], [2.8368, 8.0868, -7.7855], [3.7775, 7.0196, -7.5549], [3.6695, 5.9665, -8.3516], [2.8768, 5.8175, -9.2326], [4.7619, 4.9431, -8.0044], [4.8449, 4.7429, -6.6813], [5.9577, 5.3705, -8.4299], [4.5214, 3.7685, -8.5793], [1.5999, 7.5563, -6.1062], [0.8176, 8.6261, -7.2850], [1.0320, 6.9078, -7.6388], [3.2731, 8.9668, -7.3182], [2.7555, 8.2861, -8.8533]],
  "forces_ev_per_angstrom": [[0.4, -0.4, -0.2], [0.3, 0.3, 0.5], [-0.5, -1.2, 0.0], [0.0, 0.4, -0.1], [1.1, 0.3, 0.6], [0.0, -0.6, 0.1], [-0.8, 0.4, -0.8], [0.2, 0.0, -0.1], [0.7, -0.3, 0.3], [-0.3, 0.8, 0.2], [0.1, -0.3, 0.5], [0.3, -0.2, -0.1], [-0.2, 0.0, -0.4], [0.3, 0.3, 0.0], [0.0, -0.4, -0.3], [0.3, 0.3, 0.1], [-0.6, 0.0, 0.2], [0.3, 0.1, -0.1], [-0.1, 0.2, 0.0], [0.0, 0.0, 0.1], [-0.2, 0.2, 0.0], [-0.1, -0.1, -0.2], [-0.1, 0.1, -0.2], [-0.1, 0.2, 0.0], [0.3, 0.3, -0.2], [-0.3, 0.1, 0.1], [-0.4, -0.2, -0.3], [-0.1, -0.1, 0.0], [0.0, 0.0, -0.1], [-0.1, 0.1, 0.2], [-0.2, -0.1, 0.0], [0.0, -0.1, 0.0], [-0.1, 0.0, 0.0], [-0.2, 0.2, 0.1], [0.0, -0.6, -0.1], [0.0, 0.2, 0.0], [0.1, -0.5, -0.1], [0.0, 0.2, 0.1], [-0.2, 0.5, 0.0], [0.0, -0.1, 0.0], [0.0, -0.1, 0.1], [0.1, -0.1, 0.0], [0.0, -0.1, -0.1], [0.0, 0.0, 0.0], [0.1, 0.0, 0.0], [0.0, 0.2, -0.1], [0.0, 0.2, 0.1], [0.3, -0.1, 0.3], [-0.4, 0.2, -0.4], [0.1, -0.1, 0.1], [-0.4, 0.1, -0.3], [0.1, 0.0, 0.2], [0.3, -0.2, 0.2], [-0.1, 0.0, 0.0], [-0.1, 0.0, 0.0], [-0.1, 0.1, 0.0], [-0.1, 0.0, -0.1], [-0.1, -0.1, 0.0], [-0.1, 0.1, 0.0], [0.2, -0.2, 0.1], [0.2, 0.0, 0.1], [0.0, -0.3, 0.0], [-0.4, 0.4, 0.0], [0.2, -0.1, 0.0], [-0.2, 0.4, 0.0], [0.1, -0.2, -0.1], [0.4, -0.4, 0.1], [0.0, 0.2, -0.2], [-0.1, 0.1, 0.0], [-0.1, 0.1, 0.0], [0.0, 0.1, 0.0], [0.0, 0.0, 0.0], [0.0, 0.1, -0.1], [0.2, -0.1, 0.1], [0.0, -0.2, 0.0]],
  "lowdin_charge": [-0.1126, -0.2108, -0.2029, -0.0926, -0.2158, 0.0244, -0.4787, 0.1875, 0.1049, 0.0072, -0.4078, 0.1734, -0.1392, -0.0234, -0.0604, -0.0779, -0.0891, -0.0125, 0.0724, 0.0688, 0.0715, 0.1065, 0.1114, 0.0985, 0.1274, 0.1401, 0.1429, 0.1454, 0.1063, 0.1066, 0.1071, 0.0987, 0.1221, -0.0601, -0.1939, 0.0302, -0.4004, 0.1750, -0.5440, 0.1564, 0.1673, 0.1766, 0.0836, 0.0831, 0.0774, 0.1249, 0.1268, -0.0702, -0.1909, 0.0352, -0.4028, 0.1712, -0.5487, 0.1682, 0.1626, 0.1744, 0.0900, 0.0738, 0.0804, 0.1258, 0.1245, -0.0599, -0.1938, 0.0337, -0.4014, 0.1746, -0.5387, 0.1469, 0.1716, 0.1750, 0.0838, 0.0834, 0.0774, 0.1252, 0.1263],
  "molar_mass_g_mol": 679.5,
  "homo_lumo_gap_ev": 10.08,
  "lumo_ev": 0.48,
  "max_force_ha_per_bohr": 0.0255,
  "smiles": "CCCOCOC(=O)NOC(=O)c1ccccc1.CCOC(=O)C(F)(F)F.CCOC(=O)C(F)(F)F.CCOC(=O)C(F)(F)F"
}

=====

6.
{
  "formula": "C3H4FNO3",
  "method": "ωB97M-V/def2-TZVPD",
  "elements": ["C", "C", "C", "N", "O", "O", "O", "F", "H", "H", "H", "H"],
  "xyz": [[1.0313, 1.1335, 0.1112], [-0.5379, 0.8557, 0.1862], [-0.4246, -0.5037, -0.6081], [-0.5365, -1.7971, 0.0820], [-0.3905, -2.7800, -0.5598], [-0.6965, -1.7500, 1.3170], [1.4721, -0.1395, -0.0044], [-1.3208, 1.8062, -0.3258], [1.0975, 1.6596, -0.8338], [1.3883, 1.6666, 1.0736], [-0.8304, 0.4151, 1.1809], [-0.2520, -0.5664, -1.6190]],
  "forces_ev_per_angstrom": [[-3.1, 2.0, 1.6], [2.2, -2.5, 1.4], [4.1, 1.7, 3.2], [-0.7, 1.6, 2.8], [0.2, -1.3, -1.2], [0.0, 0.0, -1.7], [-2.4, -3.0, -1.1], [-0.8, 0.2, -0.3], [0.7, 0.9, 0.0], [-0.1, -0.5, -1.8], [-0.1, 1.4, -0.6], [-0.1, -0.4, -2.3]],
  "lowdin_charge": [-0.2623, -0.2762, 0.1850, -0.3823, 0.1339, 0.0687, -0.0547, 0.0509, 0.1110, 0.1529, 0.1516, 0.1214],
  "molar_mass_g_mol": 121.1,
  "homo_lumo_gap_ev": [8.28, 8.09],
  "lumo_ev": [-2.27, -2.25],
  "max_force_ha_per_bohr": 0.1067,
  "de_lowest_ev": 7.937
}

=====

7.
{
  "formula": "C4H9N",
  "method": "ωB97M-V/def2-TZVPD",
  "elements": ["C", "C", "C", "C", "N", "H", "H", "H", "H", "H", "H", "H", "H", "H"],
  "xyz": [[0.3065, -2.3489, -0.5101], [0.3953, -1.0206, -0.3542], [-0.2402, -0.1716, 0.7307], [-0.7150, 1.1683, 0.2088], [0.4776, 1.8321, -0.3381], [-0.1295, -3.1026, 0.2700], [0.8313, -2.7931, -1.3921], [0.9025, -0.4601, -1.1879], [-1.0572, -0.7111, 1.2346], [0.5633, 0.1284, 1.4729], [-1.3060, 1.7308, 0.9702], [-1.4636, 0.9625, -0.5437], [0.2123, 2.6710, -0.8651], [1.2227, 2.1147, 0.3039]],
  "forces_ev_per_angstrom": [[0.3, -1.0, 0.8], [-0.3, -0.1, -1.0], [1.0, -0.1, 0.9], [0.2, 0.1, 0.5], [-0.7, 1.2, -0.9], [0.6, 1.7, -1.6], [-0.7, 0.2, 0.9], [-0.5, -0.5, 1.1], [0.4, 0.1, 0.0], [-0.8, -0.8, -0.4], [0.7, -0.2, -0.1], [0.1, 0.2, -0.8], [0.2, -0.5, 0.3], [-0.8, -0.4, 0.2]],
  "lowdin_charge": [-0.0404, -0.2165, -0.2361, -0.3149, -0.0239, 0.0848, 0.0513, 0.1036, 0.1114, 0.1223, 0.1089, 0.1032, 0.0702, 0.0761],
  "molar_mass_g_mol": 71.1,
  "homo_lumo_gap_ev": 10.42,
  "lumo_ev": 1.19,
  "max_force_ha_per_bohr": 0.0461,
  "de_lowest_ev": 0.969,
  "smiles": "C=CCCN"
}